The following is a quantum chemistry calculation of C4H10N2 in the gas phase, from the Open Molecules 2025 dataset.

The calculation puts the LUMO energy at 1.20 eV. As for the calculated total energy: -267.85419 a.u. As for the relative energy (zero: lowest compared OMol25 entry of this formula, charge and spin): 186.8 kJ/mol. The calculation puts the largest force on an atom at 3.85 eV/Å. For the gap between HOMO and LUMO, the calculation gives 9.8 eV.

Last columns: bonded neighbours and bond lengths (Å).
Positions of all 16 atoms, in Å:
1 N 2.15675 0.00576 -0.27527  C2 1.431, H7 1.003, H8 1.013
2 C 0.95125 -0.03159 0.49420  N1 1.431, C3 1.521, C6 1.517, H9 1.178
3 C 0.06121 1.14788 0.13298  C2 1.521, C4 1.598, H10 1.157, H11 1.116
4 C -1.02567 0.10311 -0.39651  C3 1.598, N5 1.411, C6 1.606, H12 1.070
5 N -2.36054 0.13243 0.05821  C4 1.411, H13 1.035, H14 1.001
6 C -0.04905 -1.08675 0.06007  C2 1.517, C4 1.606, H15 1.107, H16 1.119
7 H 2.71568 0.83022 -0.39077  N1 1.003
8 H 2.78356 -0.78889 -0.31215  N1 1.013
9 H 1.20073 -0.06812 1.64491  C2 1.178
10 H -0.30426 1.84460 0.98169  C3 1.157
11 H 0.33972 1.76762 -0.75273  C3 1.116
12 H -1.14627 0.29647 -1.44188  C4 1.070
13 H -2.35318 -0.35342 0.97178  N5 1.035
14 H -2.88486 -0.44819 -0.56583  N5 1.001
15 H -0.46626 -1.89202 0.69446  C6 1.107
16 H 0.38118 -1.45911 -0.90314  C6 1.119

These are the Löwdin partial charges, in e, on atoms 1 to 8: number 1, N, carries 0.017; number 2, C, carries -0.458; number 3, C, carries -0.103; number 4, C, carries -0.395; number 5, N, carries 0.022; number 6, C, carries -0.087; number 7, H, carries 0.067; number 8, H, carries 0.074